[1]
Density functional theory data (ωB97M-V/def2-TZVPD) for a 2-piece molecular cluster, C5H13NO overall.

```
20
Properties=species:S:1:pos:R:3:forces:R:3:nbo_charge:R:1
C 1.7172 -1.0416 1.3096 0.56 -0.02 -0.13 -0.415
N 0.2759 -1.0000 1.1775 0.14 0.14 0.04 -0.436
C -0.2293 -1.6240 -0.0351 -0.19 0.09 0.24 -0.218
C -1.6880 -1.1423 -0.1105 0.38 -0.34 -0.08 -0.411
C -1.7125 0.1371 0.7458 -0.47 0.33 -0.38 -0.412
C -0.2636 0.3567 1.1313 0.03 -0.57 0.46 -0.221
H 2.0642 -1.9007 1.8873 -0.14 -0.11 -0.11 0.200
H 2.0958 -0.1591 1.8221 -0.19 0.10 0.20 0.199
H 2.2539 -1.0535 0.3397 -0.29 -0.04 0.08 0.169
H 0.3506 -1.2575 -0.8979 0.00 -0.25 -0.13 0.153
H -0.1785 -2.7120 0.0506 0.23 0.08 -0.26 0.202
H -2.2965 -1.9220 0.3387 -0.34 0.08 -0.11 0.208
H -1.9929 -0.9889 -1.1495 -0.08 -0.02 0.20 0.207
H -2.3474 -0.0105 1.6234 0.18 0.06 -0.04 0.210
H -2.1079 0.9991 0.1965 0.00 -0.16 0.10 0.207
H 0.2725 0.9468 0.3749 -0.01 0.27 0.04 0.154
H -0.1757 0.7910 2.1251 0.20 0.36 -0.10 0.204
O 1.6843 4.0060 -3.6471 -0.02 -0.16 0.20 -0.936
H 0.9723 4.2005 -4.2606 -0.07 0.03 -0.07 0.468
H 1.3058 3.3750 -3.0218 0.09 0.13 -0.12 0.468
```
Forces are in eV/Å.

LUMO energy   0.023 hartree
Energy above the lowest of the compared OMol25 structures with the same formula, charge and spin   1.058 eV
Kohn-Sham gap   9.2 eV
2S+1   1
SMILES   CN1CCCC1.O

[2]
Density functional theory data (ωB97M-V/def2-TZVPD) for one molecule with the formula C4H8O2.

```
14
Properties=species:S:1:pos:R:3:forces:R:3:nbo_charge:R:1
C -1.1112 -1.8949 0.5555 0.05 -0.78 1.02 -0.247
O -0.0288 -1.1275 0.0977 0.00 -0.57 0.10 -0.553
C 0.4223 -0.0973 0.9431 -0.81 0.05 0.30 -0.060
C 1.2509 0.7322 0.0220 -0.28 1.76 0.29 -0.535
C 0.3740 1.4044 -1.0137 -0.39 0.09 -0.29 0.451
O -0.8381 1.3494 -0.9311 1.38 0.58 -0.57 -0.521
H -1.1150 -2.8693 -0.0310 -0.25 1.37 0.68 0.197
H -2.0574 -1.3155 0.4850 0.36 -0.50 -0.21 0.180
H -0.9582 -2.1375 1.6533 -0.24 0.00 -1.04 0.159
H -0.4272 0.4577 1.4829 1.00 -0.52 -1.16 0.186
H 1.0844 -0.4295 1.7340 0.08 -0.70 0.39 0.169
H 2.0807 0.2363 -0.4483 0.10 -0.82 -0.33 0.236
H 1.7763 1.4786 0.6218 -0.12 0.54 -0.07 0.230
H 0.9352 1.9377 -1.8724 -0.89 -0.51 0.88 0.110
```
Forces are in eV/Å.

LUMO energy   0.039 hartree
Energy above the lowest of the compared OMol25 structures with the same formula, charge and spin   2.003 eV
Kohn-Sham gap   10.7 eV
2S+1   1
SMILES   COCCC=O

[3]
Density functional theory data (ωB97M-V/def2-TZVPD) for a 11-piece molecular cluster, C44H96N11O25P3 overall.

```
179
Properties=species:S:1:pos:R:3:forces:R:3:mulliken_charge:R:1
C 6.5951 -5.6816 1.0109 0.40 0.94 0.13 -1.068
N 5.7524 -4.6839 0.3574 -1.83 -0.25 -1.78 0.502
C 6.0269 -3.2966 0.6148 1.23 0.86 -0.32 -1.342
P 5.0449 -5.1249 -1.1606 -2.14 -0.29 2.15 0.404
O 5.9624 -5.2585 -2.3068 -0.59 0.07 0.03 -0.893
N 4.3596 -6.6093 -0.6512 0.35 0.27 -0.54 0.433
C 3.3445 -6.7090 0.3702 0.16 -0.39 0.48 -1.226
C 4.4960 -7.8023 -1.4676 1.23 0.50 0.41 -1.120
N 3.5987 -4.1324 -1.4339 1.91 -0.08 2.45 0.416
C 2.7684 -3.7114 -0.2555 1.22 0.52 -0.06 -0.567
C 2.9273 -4.2651 -2.6955 -0.06 -0.75 0.31 -0.625
H 6.0357 -6.5919 1.2265 0.21 0.15 0.16 0.280
H 7.0119 -5.1793 1.8839 -0.57 -0.27 0.61 0.407
H 7.5340 -5.8992 0.5018 -0.13 -0.34 -0.78 0.298
H 7.0828 -3.0927 0.4365 0.40 0.07 -0.03 0.500
H 5.8513 -2.9363 1.6285 -0.44 -0.42 0.18 0.357
H 5.5305 -2.6046 -0.0655 -0.41 -0.34 0.03 0.324
H 3.4944 -7.6140 0.9589 0.42 -0.33 0.08 0.442
H 3.3998 -5.9148 1.1147 -0.18 0.22 -0.41 0.311
H 2.3390 -6.8750 -0.0165 -0.31 0.62 -0.22 0.379
H 4.3884 -8.6674 -0.8132 -0.35 -0.17 -0.18 0.367
H 3.8500 -7.8327 -2.3450 -0.18 -0.19 0.03 0.239
H 5.5439 -7.8013 -1.7677 -0.10 -0.27 -0.57 0.341
H 2.4834 -2.6630 -0.3431 -0.09 0.02 -0.39 -0.346
H 1.8740 -4.2547 0.0491 -0.09 -0.55 -0.75 0.244
H 3.3989 -3.7128 0.6337 0.17 -0.10 -0.09 0.421
H 2.2056 -3.4535 -2.7883 0.38 0.17 -0.50 -0.140
H 2.3349 -5.1800 -2.7027 -0.37 -0.32 -0.12 0.279
H 3.6781 -4.3957 -3.4747 -0.21 0.57 -0.24 0.414
C 1.7060 0.3122 6.6084 -0.20 -0.82 0.56 -1.320
N 0.3445 0.2181 6.0204 1.45 -1.10 -1.15 0.437
C -0.4270 1.4059 6.1006 -0.46 0.66 0.55 -0.966
P -0.2946 -1.3658 5.9751 -0.85 1.31 0.40 0.385
O -0.2757 -1.8558 7.3732 -0.81 -0.83 -0.60 -0.836
N -1.8595 -1.2827 5.2075 0.90 -0.01 1.93 0.623
C -3.0334 -1.8817 5.8912 0.88 -0.27 -0.04 -1.142
C -2.0790 -0.7294 3.8815 0.02 -0.23 0.09 -1.076
N 0.7299 -2.2337 5.0073 0.54 -0.94 0.04 0.340
C 0.7108 -3.7269 5.1236 0.34 1.33 -0.45 -1.069
C 1.1258 -1.7799 3.7039 -0.31 0.97 -1.51 -0.680
H 2.2775 1.2351 6.5103 -0.56 0.41 -0.92 0.434
H 2.3401 -0.5053 6.2653 -0.12 0.01 -0.28 0.369
H 1.7001 0.2006 7.6926 -0.47 -0.21 0.30 0.340
H -0.3823 1.8228 7.1067 -0.13 0.01 0.40 0.329
H -1.4794 1.2099 5.8951 0.09 0.07 -0.25 0.347
H -0.0302 2.1982 5.4659 -0.17 -0.02 -0.38 0.048
H -2.7935 -2.1632 6.9165 0.28 0.39 0.03 0.324
H -3.9006 -1.2217 5.9092 0.07 0.19 -0.17 0.302
H -3.3104 -2.8361 5.4433 -0.18 0.03 -0.45 0.328
H -2.1007 -1.5012 3.1122 0.25 -0.07 -0.17 0.153
H -3.0486 -0.2349 3.8227 -0.13 0.19 0.26 0.510
H -1.3174 0.0186 3.6612 0.09 -0.07 -0.15 0.182
H -0.0763 -4.1367 4.4906 -0.43 -0.19 0.41 0.340
H 1.6290 -4.0610 4.6405 0.21 -0.12 0.34 0.338
H 0.6916 -3.9924 6.1806 -0.26 -0.20 -0.27 0.296
H 1.4243 -0.7315 3.7101 0.19 0.07 0.29 -0.073
H 0.3664 -1.8268 2.9235 -0.71 -0.10 0.18 0.111
H 1.9032 -2.3377 3.1818 0.54 -0.35 0.88 0.589
C 1.1117 0.5544 -3.3654 -0.47 -0.21 1.31 -0.484
N 0.7080 0.7681 -1.9786 -1.52 0.21 0.83 0.774
C 1.5199 0.0632 -0.9327 -0.03 0.74 -1.90 -0.583
P -0.5259 1.9132 -1.7024 2.15 -1.94 2.07 -0.003
O -1.4859 2.0193 -2.8372 0.43 0.66 0.11 -0.450
N -1.2325 1.2865 -0.2493 0.41 0.73 -0.79 0.823
C -1.9079 -0.0301 -0.2781 0.22 0.96 0.01 -0.660
C -1.5965 2.2157 0.8381 0.75 -0.64 -0.54 -0.445
N 0.4149 3.3046 -1.3456 -2.38 -0.04 -1.01 0.196
C -0.3777 4.5590 -1.4098 0.75 -0.46 0.66 -0.328
C 1.5205 3.3695 -0.3961 -0.41 -1.23 0.15 0.429
H 0.4775 1.1974 -3.9756 0.45 0.00 -0.29 -0.130
H 0.8796 -0.4877 -3.5851 0.27 -0.24 -0.49 -0.144
H 2.1839 0.7341 -3.4452 0.02 0.12 -0.49 0.332
H 1.1419 0.1965 0.0809 0.02 0.00 -0.28 0.344
H 2.5223 0.4644 -1.0823 0.32 0.11 0.72 0.271
H 1.6458 -0.9834 -1.2099 -0.56 -0.22 0.18 -0.456
H -1.5310 -0.6219 0.5561 0.07 -0.36 -0.21 0.147
H -2.9864 0.0634 -0.1505 -0.20 0.18 0.05 0.383
H -1.7469 -0.4963 -1.2501 0.25 -0.22 0.19 -0.078
H -0.6830 2.7508 1.0974 -0.21 0.60 -0.15 -0.357
H -2.4332 2.8487 0.5426 0.02 0.26 0.23 0.025
H -1.8282 1.7113 1.7762 -0.27 -0.47 -0.26 0.401
H -0.6587 4.8029 -0.3853 -0.11 0.44 0.26 0.061
H 0.2614 5.3468 -1.8086 -0.25 0.12 -0.19 0.234
H -1.3081 4.4293 -1.9627 0.32 -0.01 -0.31 -0.063
H 1.1396 3.7122 0.5660 0.16 0.43 0.15 -0.242
H 2.3652 3.9750 -0.7248 -0.36 0.21 -0.22 0.513
H 1.8940 2.3645 -0.1998 0.05 0.02 -0.19 -0.652
C -2.3441 -0.8295 -5.7297 -0.17 -1.69 0.96 -1.198
C -1.8387 -2.1877 -5.1257 0.09 1.26 -2.03 0.333
C -0.4142 -2.5452 -5.6394 -1.41 0.22 0.15 -0.622
O 0.0816 -3.2304 -4.5115 0.82 0.12 -0.08 -0.367
C -0.5846 -2.8571 -3.4079 0.73 -1.72 1.62 0.024
O -0.2479 -3.2924 -2.3246 -1.20 1.40 -1.31 -0.138
O -1.6637 -2.1068 -3.7333 0.58 -0.07 1.24 0.112
H -3.3809 -0.6598 -5.4396 -0.06 -0.01 -0.01 0.308
H -2.3191 -0.9595 -6.8117 0.19 0.45 -0.03 0.457
H -1.7617 -0.0037 -5.3210 0.20 -0.07 -0.33 0.112
H -2.5178 -3.0193 -5.3136 -0.22 0.06 -0.20 0.339
H 0.1217 -1.6216 -5.8585 0.38 -0.09 0.14 0.327
H -0.3899 -3.2208 -6.4944 -0.11 0.14 0.07 0.347
C -5.3251 0.4620 -2.5442 -0.29 -1.38 -0.52 -0.637
C -6.1991 -0.8228 -2.7553 0.68 1.30 0.36 0.186
C -5.5231 -2.1542 -2.8650 0.89 0.33 -1.12 -0.072
O -5.6425 -2.7816 -1.5809 2.64 -0.70 -1.91 -0.190
C -6.4990 -2.1300 -0.8869 -4.48 -0.11 3.26 0.602
O -6.9908 -2.5419 0.1752 1.72 1.83 -2.94 -0.611
O -6.9787 -1.0517 -1.6113 -1.06 -0.03 1.54 -0.393
H -4.5125 0.2722 -1.8429 -0.09 0.21 0.12 -0.154
H -5.9619 1.2916 -2.2369 0.02 -0.15 0.19 0.318
H -4.8937 0.7079 -3.5145 0.21 0.12 -0.02 0.417
H -6.7258 -0.6641 -3.6963 -0.93 0.03 0.43 0.323
H -4.5228 -1.8691 -3.1909 0.57 -1.15 0.41 -0.111
H -6.0301 -2.7615 -3.6149 0.19 -0.27 0.18 0.358
C -1.4019 2.7893 -6.8448 -0.86 0.04 0.73 -1.040
C -1.4502 4.2619 -6.4427 1.42 -0.32 -3.63 0.334
C -2.1959 4.6354 -5.2651 -1.64 -0.27 1.57 0.519
O -1.4161 5.6056 -4.6234 0.65 0.91 1.16 -0.327
C -0.1810 5.5812 -5.1000 5.01 0.74 -0.30 0.673
O 0.8509 6.1298 -4.6558 -4.42 -1.83 -1.45 -0.581
O -0.1514 4.7865 -6.2583 0.72 0.95 2.20 -0.392
H -1.1356 2.1247 -6.0230 0.34 0.32 0.30 -0.084
H -0.7759 2.5252 -7.6971 -0.15 0.48 -0.04 0.454
H -2.4466 2.5354 -7.0246 -0.09 -0.25 -0.51 0.379
H -1.8370 4.8771 -7.2552 -0.21 -0.40 -0.60 0.274
H -2.2998 3.7583 -4.6264 -0.40 0.13 0.45 -0.391
H -3.1165 5.1592 -5.5225 -0.33 -0.59 0.21 0.327
C 2.0974 2.7677 3.4163 -0.74 -1.60 0.25 -0.282
C 3.3986 2.3759 2.7123 0.37 0.12 0.58 0.501
C 4.5420 1.8873 3.6561 -1.35 2.01 -0.03 -0.244
O 5.1092 0.8225 2.9706 1.64 -0.15 1.04 -0.409
C 4.3824 0.4617 1.9196 0.85 -1.28 0.38 0.336
O 4.6697 -0.4787 1.2471 -0.33 0.09 -0.49 -0.502
O 3.3345 1.2251 1.8276 -2.64 1.54 -0.75 -0.055
H 1.8035 1.9913 4.1226 0.31 -0.29 0.28 -0.336
H 1.1957 2.7808 2.8040 0.35 0.40 -0.61 -0.144
H 2.0988 3.6796 4.0134 0.56 0.19 -0.37 0.405
H 3.7213 3.2411 2.1333 0.19 -0.19 -0.36 0.213
H 4.1291 1.6345 4.6327 0.16 -0.52 -0.01 0.151
H 5.2140 2.7362 3.7815 0.49 -0.39 0.08 0.381
C 1.7132 9.3000 2.1664 1.55 -0.73 -0.01 -1.392
C 2.6599 8.1354 1.7227 -1.09 0.55 -0.71 0.517
C 2.0637 6.7714 1.9196 -0.52 -1.08 0.68 -0.418
O 2.2910 6.0583 0.6820 -0.41 -0.47 0.99 0.045
C 2.6069 6.9140 -0.2542 1.56 1.31 -3.99 0.513
O 2.8351 6.6706 -1.4518 -0.99 0.54 3.97 -0.572
O 2.7256 8.1799 0.2823 0.20 -0.47 -0.61 -0.395
H 2.1716 10.2399 1.8589 -0.16 0.01 -0.09 0.375
H 1.6425 9.3245 3.2538 -0.21 -0.09 0.01 0.370
H 0.7371 9.1784 1.6967 0.10 -0.03 0.08 0.363
H 3.6776 8.1410 2.1130 -0.02 0.57 0.08 0.310
H 0.9961 6.8152 2.1351 0.01 -0.06 -0.31 0.150
H 2.5200 6.1695 2.7054 0.08 0.15 0.01 0.232
C -2.7618 -7.3419 -0.1084 -1.19 1.12 0.22 -1.623
C -2.2558 -5.9389 -0.4479 -0.83 0.80 -0.80 0.625
C -3.2587 -4.7309 -0.7218 -0.37 -2.37 -1.79 -0.157
O -2.7835 -3.6751 0.0222 -0.64 2.13 0.29 -0.040
C -1.7718 -4.0294 0.7801 1.91 2.15 1.82 0.363
O -1.1067 -3.2723 1.5112 -2.07 -2.39 -2.06 -0.473
O -1.6025 -5.3187 0.6229 2.79 -1.96 1.99 -0.396
H -3.5700 -7.2198 0.6128 0.16 -0.35 0.44 0.389
H -1.9916 -8.0307 0.2387 0.02 0.30 0.01 0.366
H -3.2621 -7.7627 -0.9806 0.26 -0.02 -0.22 0.387
H -1.5741 -6.0989 -1.2832 0.35 0.63 -0.02 0.128
H -4.2832 -4.9970 -0.4619 -0.04 0.22 0.15 0.359
H -3.2028 -4.4319 -1.7686 -0.24 -0.11 -0.04 0.029
C -2.8079 5.0807 2.7581 -1.51 0.27 0.48 -0.916
N -1.5108 4.5382 3.0803 3.51 -0.28 1.65 0.810
O -0.5085 5.2883 2.8678 -2.38 -2.02 0.19 -0.510
O -1.4291 3.4393 3.6647 -0.25 2.24 -1.52 -0.325
H -3.5446 4.5427 3.3548 0.07 -0.33 -0.43 0.329
H -3.0009 5.0052 1.6880 0.10 0.04 0.13 0.265
H -2.8568 6.1027 3.1338 0.37 0.06 -0.47 0.339
C -4.5091 4.4202 -2.6871 0.70 -0.15 0.02 -0.485
N -5.1561 3.9488 -1.4613 -0.81 -1.43 2.16 0.841
O -6.3631 4.1178 -1.3271 1.02 0.24 -0.41 -0.565
O -4.4814 3.3074 -0.6375 -0.51 1.15 -1.17 -0.463
H -3.5089 3.9874 -2.6710 -0.17 -0.18 -0.29 -0.167
H -4.3995 5.5040 -2.6493 -0.44 -0.05 -0.11 0.356
H -5.1511 4.0451 -3.4841 0.29 0.37 -0.15 0.350
```
Forces are in eV/Å.

LUMO energy   -0.036 hartree
Energy above the lowest of the compared OMol25 structures with the same formula, charge and spin   0.000 eV
Kohn-Sham gap   6.7 eV
2S+1   1
SMILES   CN(C)P(=O)(N(C)C)N(C)C.CN(C)P(=O)(N(C)C)N(C)C.CN(C)P(=O)(N(C)C)N(C)C.C[C@H]1COC(=O)O1.C[C@H]1COC(=O)O1.C[C@H]1COC(=O)O1.C[C@H]1COC(=O)O1.C[C@H]1COC(=O)O1.C[C@H]1COC(=O)O1.C[N+](=O)[O-].C[N+](=O)[O-]

[4]
Density functional theory data (ωB97M-V/def2-TZVPD) for C6H7NOSbScSe4 as an isolated structure.

```
21
Properties=species:S:1:pos:R:3:forces:R:3:nbo_charge:R:1
Sc -1.3156 1.1650 0.0006 -0.02 -0.16 0.22 1.192
O -1.8791 -0.7858 -0.8886 0.11 -0.01 0.00 -0.727
C -0.8051 -1.5379 -1.4812 -0.08 0.02 0.01 -0.104
C 0.5322 -1.1615 -0.8914 0.05 0.03 0.02 0.195
C 1.5859 -2.0554 -0.8679 0.03 -0.03 0.00 -0.234
C 2.8006 -1.6440 -0.3420 0.00 0.03 0.01 -0.116
C 2.9243 -0.3547 0.1501 -0.01 -0.01 -0.01 -0.237
C 1.8244 0.4781 0.0964 -0.03 0.05 0.00 0.088
N 0.6526 0.0892 -0.4220 0.04 -0.10 -0.05 -0.549
H -2.2507 -1.2494 -0.1204 -0.02 -0.02 -0.02 0.531
H -0.8231 -1.2947 -2.5439 -0.01 -0.03 -0.01 0.222
H -0.9929 -2.6040 -1.3694 0.01 0.00 -0.02 0.215
H 1.4553 -3.0615 -1.2432 -0.02 0.01 0.00 0.234
H 3.6376 -2.3282 -0.3049 0.00 0.00 0.00 0.236
H 3.8473 0.0016 0.5827 0.00 0.00 0.00 0.245
H 1.8655 1.4868 0.4902 0.00 0.00 0.00 0.231
Se -0.9904 4.5341 2.9804 -0.12 -0.13 -0.09 -0.619
Sb -2.7367 3.2140 2.0401 -0.05 -0.02 -0.03 1.031
Se -1.8821 0.6818 2.3025 -0.03 0.07 -0.02 -0.651
Se -2.3701 3.2546 -0.5844 -0.05 0.26 -0.02 -0.599
Se -5.0800 3.1719 2.4163 0.18 0.04 0.01 -0.585
```
Forces are in eV/Å.

LUMO energy   -0.054 hartree
Energy above the lowest of the compared OMol25 structures with the same formula, charge and spin   1.038 eV
Kohn-Sham gap   5.8 eV
2S+1   1